No. 1
Molecular formula: C5H6
Method: DFT, ωB97M-V/def2-TZVPD

Atoms and positions in Å:
1 C -1.280 0.385 0.076
2 C -1.382 -0.855 -0.499
3 C -0.099 -1.244 -0.251
4 C 0.955 -0.202 -0.427
5 C 0.149 0.854 0.402
6 H -2.139 0.961 0.406
7 H 0.076 -2.052 0.464
8 H 1.929 -0.488 -0.027
9 H 1.064 0.138 -1.460
10 H 0.436 0.740 1.455
11 H 0.307 1.905 0.136

Properties
spin multiplicity = 1
lowest unoccupied orbital energy = -0.25 eV
largest force on an atom = 0.7 eV/Å
Kohn-Sham gap = 0.2887 Eh


No. 2
Molecular formula: C5H9NO2
Method: DFT, ωB97M-V/def2-TZVPD

Atoms and positions in Å:
1 C 0.906 1.492 -0.087
2 C 1.069 0.030 0.086
3 C 2.611 -0.529 0.142
4 O 3.551 0.231 0.007
5 C 0.234 -0.959 0.295
6 N -1.279 -0.850 0.196
7 C -2.086 0.353 0.175
8 O -1.968 -1.957 -0.303
9 H 0.289 1.711 -0.963
10 H 0.456 1.942 0.802
11 H 1.870 1.988 -0.244
12 H 2.768 -1.617 0.285
13 H 0.472 -2.015 0.358
14 H -3.148 0.119 0.316
15 H -1.796 1.022 0.990
16 H -1.994 0.880 -0.784
17 H -1.954 -1.840 -1.271

Properties
spin multiplicity = 1
SMILES = C/C(C=O)=C\N(C)O
lowest unoccupied orbital energy = 0.65 eV
largest force on an atom = 5.7 eV/Å
Kohn-Sham gap = 0.3285 Eh


No. 3
Molecular formula: C41H35AsIrN4O6S2
Method: DFT, ωB97M-V/def2-TZVPD

Atoms and positions in Å:
1 Ir 0.383 -0.896 1.240
2 C 7.040 -4.219 3.203
3 C 5.839 -3.322 3.197
4 C 5.286 -2.883 4.403
5 C 4.190 -2.045 4.425
6 C 3.631 -1.654 3.209
7 C 4.160 -2.065 1.988
8 C 5.264 -2.897 1.997
9 S 2.241 -0.629 3.266
10 O 0.964 -1.459 3.135
11 O 2.284 0.246 4.379
12 N 2.084 0.053 1.765
13 C 2.012 1.488 1.770
14 C 3.063 2.342 1.932
15 C 2.792 3.728 2.027
16 C 1.516 4.220 1.967
17 C 0.422 3.340 1.789
18 C -0.942 3.708 1.718
19 C -1.895 2.744 1.528
20 C -1.515 1.402 1.375
21 N -0.253 1.029 1.486
22 C 0.713 1.978 1.681
23 H 7.846 -3.774 3.788
24 H 7.407 -4.407 2.197
25 H 6.797 -5.176 3.667
26 H 5.735 -3.192 5.339
27 H 3.780 -1.690 5.361
28 H 3.749 -1.701 1.054
29 H 5.706 -3.203 1.058
30 H 4.078 1.976 2.006
31 H 3.622 4.407 2.161
32 H 1.332 5.283 2.047
33 H -1.224 4.751 1.800
34 H -2.943 2.996 1.449
35 H -2.244 0.631 1.166
36 C -0.144 -1.693 -2.906
37 S 0.532 -0.721 -1.603
38 O -0.576 -0.704 -0.515
39 O 1.645 -1.406 -0.940
40 O 0.781 0.601 -2.072
41 H -1.229 -1.621 -2.864
42 H 0.186 -2.721 -2.780
43 H 0.222 -1.268 -3.838
44 N 0.875 -8.035 1.306
45 C -0.187 -7.246 1.036
46 O -1.290 -7.640 0.742
47 C 0.055 -5.750 1.083
48 C -1.002 -4.947 1.491
49 C -0.844 -3.582 1.481
50 N 0.286 -3.000 1.037
51 C 1.308 -3.767 0.631
52 C 1.228 -5.146 0.654
53 H 0.733 -9.033 1.298
54 H 1.727 -7.677 1.698
55 H -1.937 -5.394 1.799
56 H -1.638 -2.925 1.813
57 H 2.175 -3.254 0.250
58 H 2.067 -5.730 0.300
59 C -1.511 1.909 -6.691
60 C -0.337 2.250 -6.034
61 C -0.340 2.466 -4.662
62 C -1.522 2.346 -3.942
63 C -2.696 1.993 -4.601
64 C -2.692 1.782 -5.972
65 As -1.574 2.535 -1.997
66 C -0.196 3.890 -1.739
67 C 1.178 3.716 -1.714
68 C 2.007 4.816 -1.525
69 C 1.465 6.087 -1.334
70 C 0.096 6.266 -1.334
71 C -0.751 5.172 -1.543
72 C -2.211 5.233 -1.593
73 C -2.983 6.387 -1.427
74 C -4.361 6.307 -1.506
75 C -4.983 5.082 -1.741
76 C -4.224 3.927 -1.898
77 C -2.843 4.002 -1.840
78 H -1.508 1.750 -7.761
79 H 0.584 2.359 -6.592
80 H 0.582 2.741 -4.165
81 H -3.627 1.892 -4.054
82 H -3.612 1.523 -6.479
83 H 1.611 2.733 -1.855
84 H 3.082 4.686 -1.533
85 H 2.121 6.936 -1.195
86 H -0.317 7.257 -1.191
87 H -2.510 7.343 -1.245
88 H -4.962 7.198 -1.387
89 H -6.062 5.031 -1.800
90 H -4.724 2.980 -2.069

Properties
spin multiplicity = 2
lowest unoccupied orbital energy (spin up / spin down) = -5.39 / -8.89 eV
largest force on an atom = 2.0 eV/Å
Kohn-Sham gap (spin up / spin down) = 0.2870 / 0.1580 Eh
⟨S²⟩ = 0.786
charge = +2


No. 4
Molecular formula: C4H10O2
Method: DFT, ωB97M-V/def2-TZVPD

Atoms and positions in Å:
1 O -2.513 -1.115 -0.039
2 C -1.448 -0.607 0.692
3 C -0.104 -0.872 0.226
4 C -1.027 0.752 0.337
5 H -2.544 -2.049 0.189
6 H -1.497 -0.715 1.779
7 H 0.658 -1.356 0.858
8 H 0.059 -1.088 -0.833
9 H -1.201 1.547 1.089
10 H -1.316 1.086 -0.662
11 C 2.079 0.710 -1.067
12 O 1.637 0.613 0.254
13 H 2.662 -0.186 -1.328
14 H 1.257 0.806 -1.802
15 H 2.724 1.586 -1.141
16 H 0.707 0.949 0.300

Properties
spin multiplicity = 1
SMILES = OC1CC1.CO
lowest unoccupied orbital energy = 0.75 eV
largest force on an atom = 1.3 eV/Å
Kohn-Sham gap = 0.3471 Eh


Copy entry 2 word for word.
Molecular formula: C5H9NO2
Method: DFT, ωB97M-V/def2-TZVPD

Atoms and positions in Å:
1 C 0.906 1.492 -0.087
2 C 1.069 0.030 0.086
3 C 2.611 -0.529 0.142
4 O 3.551 0.231 0.007
5 C 0.234 -0.959 0.295
6 N -1.279 -0.850 0.196
7 C -2.086 0.353 0.175
8 O -1.968 -1.957 -0.303
9 H 0.289 1.711 -0.963
10 H 0.456 1.942 0.802
11 H 1.870 1.988 -0.244
12 H 2.768 -1.617 0.285
13 H 0.472 -2.015 0.358
14 H -3.148 0.119 0.316
15 H -1.796 1.022 0.990
16 H -1.994 0.880 -0.784
17 H -1.954 -1.840 -1.271

Properties
spin multiplicity = 1
SMILES = C/C(C=O)=C\N(C)O
lowest unoccupied orbital energy = 0.65 eV
largest force on an atom = 5.7 eV/Å
Kohn-Sham gap = 0.3285 Eh